Entry 1:
The following is a quantum chemistry calculation of C4H5NO in the gas phase, from OMol25.

Positions of all 11 atoms, in Å:
O: -0.523 -1.174 -0.998
C: -0.217 -0.941 1.320
N: -0.539 0.327 1.156
C: -0.165 1.043 -0.084
C: 0.392 -0.101 -0.887
C: 0.491 -1.257 0.018
H: -1.218 0.756 1.772
H: 0.569 1.834 0.117
H: -1.045 1.489 -0.556
H: 1.036 0.081 -1.744
H: 1.219 -2.057 -0.112

## Properties
Total charge = 0
Energy above the lowest of the compared OMol25 structures with the same formula, charge and spin = 73.4 kcal/mol
E_tot = -285.29764 a.u.
Orbital gap = 9.452 eV
HOMO energy = -8.5 eV
LUMO level = 0.916 eV

=====

Entry 2:
The following is a quantum chemistry calculation of a molecular structure, C3H6FO2S in a non-equilibrium geometry, from OMol25.

Positions of all 13 atoms, in Å:
C: -1.565 -0.432 0.952
C: -1.179 1.035 -1.042
C: -1.993 0.537 -0.144
O: 4.524 -0.808 0.921
O: 3.940 -0.189 -1.322
F: -3.338 0.915 -0.198
S: 3.498 -0.132 0.086
H: -2.080 -0.330 1.952
H: -1.751 -1.394 0.695
H: -0.475 -0.359 0.920
H: 2.148 -1.356 -0.005
H: -1.574 1.782 -1.735
H: -0.156 0.731 -1.081

## Properties
Total charge = -1
Energy above the lowest of the compared OMol25 structures with the same formula, charge and spin = 38.5 kcal/mol
E_tot = -766.40342 a.u.
Orbital gap = 6.664 eV
HOMO energy = -3.3 eV
LUMO level = 3.410 eV

=====

Entry 3:
The following is a quantum chemistry calculation of 2 unconnected molecules or ions with the total composition C6H14O2, from OMol25.

Positions of all 22 atoms, in Å:
C: -1.764 -3.041 -2.923
C: -1.203 -3.623 -1.863
H: -1.194 -2.870 -3.844
H: -2.811 -2.717 -2.905
H: -0.156 -3.947 -1.881
H: -1.772 -3.794 -0.942
O: -0.380 0.416 -0.534
O: -1.080 0.823 2.122
C: 1.042 0.373 -0.317
C: -0.297 2.005 2.215
C: 1.486 1.662 0.352
C: 1.172 1.807 1.846
H: -0.640 -0.398 -1.014
H: -1.083 0.572 1.175
H: 1.556 0.262 -1.291
H: 1.310 -0.501 0.307
H: -0.361 2.323 3.273
H: -0.728 2.812 1.593
H: 2.585 1.712 0.229
H: 1.046 2.508 -0.209
H: 1.550 0.923 2.395
H: 1.723 2.693 2.215

## Properties
Total charge = 0
Energy above the lowest of the compared OMol25 structures with the same formula, charge and spin = 42.6 kcal/mol
E_tot = -387.43966 a.u.
Orbital gap = 10.478 eV
HOMO energy = -9.7 eV
SMILES string = OCCCCO.C=C
LUMO level = 0.785 eV

=====

Entry 4:
The following is a quantum chemistry calculation of 2 unconnected molecules or ions with the total composition C4H8N2O in a non-equilibrium geometry, from OMol25.

Positions of all 15 atoms, in Å:
C: -1.105 -1.332 -1.286
C: -0.953 0.145 -1.145
C: -1.692 1.121 -1.785
N: -1.081 2.337 -1.605
C: -0.017 2.117 -0.880
N: 0.115 0.782 -0.612
H: -0.395 -1.975 -0.769
H: -2.102 -1.638 -0.962
H: -1.034 -1.639 -2.333
H: -2.494 0.966 -2.484
H: 0.657 2.913 -0.615
H: 0.773 0.403 0.043
H: 3.350 -1.936 5.326
H: 2.629 -0.827 4.614
O: 3.349 -1.437 4.493

## Properties
Total charge = 0
Energy above the lowest of the compared OMol25 structures with the same formula, charge and spin = 27.1 kcal/mol
E_tot = -341.96045 a.u.
Orbital gap = 8.971 eV
HOMO energy = -8.4 eV
SMILES string = Cc1cnc[nH]1.O
LUMO level = 0.566 eV

=====

Entry 5:
The following is a quantum chemistry calculation of C20H32ClN3O2S in the gas phase, from OMol25.

Positions of all 59 atoms, in Å:
C: 3.093 0.210 4.159
C: 2.181 -0.623 3.267
C: 1.544 0.195 2.152
C: 0.645 -0.632 1.240
C: -0.015 0.196 0.132
C: -0.051 -0.547 -1.193
N: -0.714 0.246 -2.214
C: -0.594 -0.047 -3.530
O: 0.162 -0.900 -3.952
C: -1.528 0.764 -4.442
C: -2.746 -0.108 -4.695
C: -2.607 -1.279 -5.429
C: -3.699 -2.109 -5.658
C: -3.534 -3.376 -6.453
C: -4.939 -1.752 -5.138
C: -5.067 -0.584 -4.407
Cl: -6.623 -0.145 -3.765
C: -3.984 0.247 -4.178
N: -0.876 1.142 -5.682
C: -1.825 1.841 -6.549
C: -1.212 2.547 -7.760
C: -0.887 4.020 -7.521
S: 0.575 4.354 -6.570
N: 1.698 3.854 -7.463
O: 0.535 5.714 -6.067
C: 0.355 3.297 -5.133
C: 0.408 1.806 -5.493
H: 3.539 -0.393 4.951
H: 3.905 0.655 3.581
H: 2.539 1.024 4.632
H: 2.749 -1.449 2.827
H: 1.393 -1.083 3.871
H: 0.967 1.017 2.590
H: 2.330 0.662 1.548
H: 1.252 -1.422 0.785
H: -0.116 -1.144 1.835
H: -1.029 0.485 0.427
H: 0.542 1.127 -0.013
H: 0.961 -0.758 -1.538
H: -0.553 -1.514 -1.078
H: -1.432 0.890 -1.926
H: -1.870 1.655 -3.881
H: -1.628 -1.536 -5.815
H: -4.471 -3.926 -6.523
H: -3.192 -3.156 -7.466
H: -2.790 -4.026 -5.992
H: -5.806 -2.379 -5.301
H: -4.113 1.162 -3.614
H: -2.551 1.106 -6.896
H: -2.407 2.587 -5.975
H: -0.336 2.016 -8.133
H: -1.951 2.522 -8.563
H: -0.702 4.554 -8.453
H: -1.696 4.520 -6.985
H: 2.598 4.236 -7.189
H: 1.186 3.587 -4.487
H: -0.570 3.598 -4.638
H: 0.950 1.264 -4.722
H: 1.009 1.697 -6.397

## Properties
Total charge = 0
Energy above the lowest of the compared OMol25 structures with the same formula, charge and spin = 2.9 kcal/mol
E_tot = -1954.39794 a.u.
Orbital gap = 9.380 eV
HOMO energy = -9.0 eV
SMILES string = CCCCCCNC(=O)[C@H](c1cc(C)cc(Cl)c1)N1CCC[S@@](=N)(=O)CC1
LUMO level = 0.419 eV

=====

Entry 6:
The following is a quantum chemistry calculation of 2 unconnected molecules or ions with the total composition C3H4N2O2 in a non-equilibrium geometry, from OMol25.

Positions of all 11 atoms, in Å:
C: -1.123 -0.690 -0.661
C: -1.321 0.405 0.399
C: 0.848 -0.088 -0.183
N: 0.082 -1.043 -0.852
N: 0.104 0.676 0.730
O: 0.888 1.189 -0.426
O: 2.827 -0.516 0.888
H: -1.821 -1.202 -1.115
H: -1.702 1.317 -0.063
H: -1.950 0.105 1.283
H: 3.168 -0.153 0.001

## Properties
Total charge = 0
Energy above the lowest of the compared OMol25 structures with the same formula, charge and spin = 205.5 kcal/mol
E_tot = -376.43628 a.u.
Orbital gap = 9.041 eV
HOMO energy = -9.9 eV
LUMO level = -0.876 eV

=====

Entry 7:
The following is a quantum chemistry calculation of a molecular structure, C34H29MnN11P2 in a non-equilibrium geometry, from OMol25.

Positions of all 77 atoms, in Å:
Mn: -0.538 0.038 0.398
C: 2.879 -0.751 2.933
N: 2.256 0.368 2.171
P: 2.568 0.027 0.427
C: 4.407 0.068 0.473
C: 5.147 0.847 1.362
C: 6.525 0.931 1.237
C: 7.179 0.231 0.233
C: 6.454 -0.568 -0.638
C: 5.074 -0.648 -0.517
C: 2.237 1.540 -0.453
C: 1.412 1.417 -1.613
C: 0.954 2.524 -2.251
C: 1.058 3.827 -1.544
C: 2.339 3.923 -0.802
C: 2.843 2.809 -0.224
P: 0.528 0.458 2.465
C: 0.427 -0.161 4.183
C: -0.330 -1.274 4.522
C: -0.421 -1.675 5.850
C: 0.250 -0.971 6.835
C: 1.021 0.137 6.498
C: 1.106 0.543 5.179
C: 0.003 2.169 2.800
C: -1.022 2.360 3.699
C: -1.657 3.593 3.863
C: -1.245 4.709 3.098
C: -0.267 4.587 2.175
C: 0.367 3.268 1.850
H: 3.847 -0.983 2.498
H: 2.278 -1.668 2.915
H: 3.039 -0.466 3.969
H: 4.640 1.371 2.164
H: 7.096 1.546 1.923
H: 8.255 0.303 0.132
H: 6.963 -1.131 -1.410
H: 4.500 -1.266 -1.199
H: 1.200 0.422 -2.001
H: 0.372 2.465 -3.161
H: 0.856 4.687 -2.175
H: 2.794 4.896 -0.659
H: 3.719 2.875 0.410
H: -0.858 -1.821 3.749
H: -1.022 -2.535 6.116
H: 0.172 -1.275 7.870
H: 1.549 0.691 7.263
H: 1.693 1.410 4.904
H: -1.338 1.533 4.322
H: -2.445 3.704 4.595
H: -1.717 5.670 3.259
H: 0.059 5.430 1.583
H: 1.455 3.383 1.819
N: -2.967 1.935 -1.051
C: -3.279 0.631 -0.740
N: -4.446 0.057 -0.931
N: -4.278 -1.210 -0.509
N: -3.081 -1.397 -0.088
N: -2.392 -0.238 -0.224
C: -1.806 2.517 -0.645
N: -1.379 3.661 -1.098
N: -0.150 3.863 -0.494
N: 0.018 2.843 0.450
N: -1.000 1.923 0.270
H: -3.585 2.459 -1.646
N: -0.221 -1.739 0.275
C: -0.217 -2.881 0.175
C: -0.210 -4.293 0.080
C: -1.327 -5.008 0.521
C: -1.320 -6.388 0.457
C: -0.216 -7.061 -0.050
C: 0.886 -6.348 -0.505
C: 0.897 -4.968 -0.443
H: -2.187 -4.467 0.894
H: -2.184 -6.942 0.800
H: -0.214 -8.142 -0.095
H: 1.741 -6.870 -0.912
H: 1.751 -4.403 -0.794

## Properties
Total charge = 0
Energy above the lowest of the compared OMol25 structures with the same formula, charge and spin = 165.7 kcal/mol
E_tot = -3748.84533 a.u.
Orbital gap (spin up / spin down) = 6.095 / 5.477 eV
HOMO energy (spin up / spin down) = -6.3 / -6.6 eV
<S²> = 8.84
Spin multiplicity = 6
LUMO level (spin up / spin down) = -0.233 / -1.136 eV

=====

Entry 8:
The following is a quantum chemistry calculation of a molecular structure, C48H59AsBrN3S2Si2TeTl, from OMol25.

Positions of all 118 atoms, in Å:
Tl: 0.268 0.226 -0.253
C: 1.723 2.674 -2.160
N: 0.344 2.355 -1.768
C: -0.267 3.414 -0.957
C: 0.279 3.445 0.460
N: -0.083 2.304 1.338
C: 0.815 2.340 2.503
C: -1.481 2.324 1.753
C: -1.854 3.065 2.877
C: -3.156 3.070 3.340
C: -4.113 2.301 2.691
C: -3.758 1.565 1.580
C: -2.452 1.582 1.072
S: -2.184 0.712 -0.423
C: -0.446 1.915 -2.886
C: -1.339 2.776 -3.514
C: -2.155 2.329 -4.539
C: -2.089 1.003 -4.944
C: -1.202 0.140 -4.328
C: -0.357 0.579 -3.309
S: 0.753 -0.584 -2.578
H: 2.079 1.915 -2.854
H: 2.382 2.669 -1.291
H: 1.772 3.656 -2.644
H: -1.344 3.256 -0.935
H: -0.077 4.402 -1.394
H: -0.066 4.371 0.936
H: 1.369 3.487 0.433
H: 0.484 1.630 3.255
H: 0.862 3.336 2.954
H: 1.824 2.086 2.197
H: -1.120 3.660 3.400
H: -3.417 3.663 4.206
H: -5.132 2.273 3.052
H: -4.494 0.954 1.072
H: -1.410 3.807 -3.195
H: -2.844 3.014 -5.013
H: -2.735 0.640 -5.732
H: -1.164 -0.902 -4.619
C: 3.651 -4.807 -0.957
C: 2.858 -3.975 0.010
C: 2.690 -4.345 1.342
C: 1.952 -3.556 2.204
C: 1.400 -2.405 1.676
Br: 0.369 -1.244 2.762
N: 1.528 -2.027 0.421
C: 2.247 -2.801 -0.400
H: 3.627 -5.859 -0.677
H: 4.697 -4.494 -0.974
H: 3.261 -4.713 -1.970
H: 3.126 -5.267 1.706
H: 1.791 -3.831 3.235
H: 2.312 -2.469 -1.430
C: 4.080 2.772 3.970
Si: 5.256 2.750 2.524
C: 6.529 1.410 2.763
C: 6.090 4.404 2.343
C: 4.268 2.443 0.939
Te: 3.372 0.502 0.842
C: 5.034 -0.408 -0.151
Si: 5.556 -0.111 -1.940
C: 5.596 1.700 -2.375
C: 4.447 -1.051 -3.094
C: 7.288 -0.794 -2.032
H: 4.630 2.931 4.900
H: 3.538 1.828 4.068
H: 3.355 3.584 3.877
H: 7.033 1.550 3.721
H: 7.295 1.442 1.984
H: 6.084 0.413 2.776
H: 6.545 4.710 3.287
H: 5.382 5.182 2.050
H: 6.880 4.367 1.590
H: 4.894 2.520 0.050
H: 3.477 3.188 0.836
H: 4.894 -1.482 0.000
H: 5.851 -0.116 0.513
H: 4.617 2.177 -2.318
H: 5.951 1.801 -3.403
H: 6.289 2.254 -1.738
H: 3.394 -0.811 -2.933
H: 4.583 -2.128 -2.964
H: 4.680 -0.816 -4.134
H: 7.986 -0.225 -1.415
H: 7.648 -0.755 -3.063
H: 7.327 -1.837 -1.709
C: 0.042 -6.768 1.631
C: 0.192 -6.449 0.288
C: -0.346 -5.271 -0.213
C: -1.048 -4.403 0.618
C: -1.194 -4.729 1.964
C: -0.653 -5.905 2.468
As: -1.688 -2.670 -0.063
C: -2.528 -3.289 -1.697
C: -1.918 -3.519 -2.919
C: -2.685 -3.961 -3.991
C: -4.053 -4.148 -3.836
C: -4.667 -3.891 -2.618
C: -3.908 -3.457 -1.538
C: -4.427 -3.112 -0.196
C: -5.758 -3.161 0.201
C: -6.111 -2.768 1.485
C: -5.147 -2.313 2.376
C: -3.814 -2.258 1.986
C: -3.460 -2.675 0.713
H: 0.448 -7.693 2.019
H: 0.715 -7.128 -0.375
H: -0.235 -5.042 -1.267
H: -1.751 -4.075 2.625
H: -0.790 -6.155 3.512
H: -0.856 -3.339 -3.045
H: -2.218 -4.150 -4.949
H: -4.648 -4.487 -4.673
H: -5.736 -4.027 -2.518
H: -6.524 -3.499 -0.485
H: -7.148 -2.810 1.790
H: -5.434 -1.996 3.370
H: -3.064 -1.880 2.672

## Properties
Total charge = +1
Energy above the lowest of the compared OMol25 structures with the same formula, charge and spin = 8.9 kcal/mol
E_tot = -8654.28311 a.u.
Orbital gap = 6.122 eV
HOMO energy = -9.9 eV
LUMO level = -3.776 eV